Molecular formula: C5H11N2
Method: DFT, wB97M-V/def2-TZVPD

CARTESIAN COORDINATES (ANGSTROEM)
C 0.9342 0.6394 0.3131
C -1.5955 -3.0774 -0.1033
C 0.7493 1.6249 -0.4896
C -1.8507 -1.8289 0.2503
C 1.5235 2.9080 -0.3942
N 1.4080 -0.1569 1.1776
N -1.1945 -0.7026 -0.3053
H -0.8950 -3.3103 -0.8877
H -2.0912 -3.9007 0.3715
H -0.0072 1.5983 -1.2599
H -2.5545 -1.5794 1.0322
H 0.8467 3.6890 -0.0516
H 1.8703 3.1854 -1.3883
H 2.3657 2.8342 0.2879
H 2.1616 -0.8022 0.9475
H 0.9826 -0.2639 2.0946
H -1.8319 0.0812 -0.3777
H -0.8214 -0.9379 -1.2171

The frontier orbital gap is 8.19 eV. As for the LUMO energy: -4.1 eV. The total energy comes out at -8334.7670 eV. As for the relative energy (zero: lowest compared OMol25 entry of this formula, charge and spin): 2.352 eV. The total charge is +1. For the HOMO energy, the calculation gives -12.3 eV.



Molecular formula: C3H7NO3S
Method: DFT, wB97M-V/def2-TZVPD

CARTESIAN COORDINATES (ANGSTROEM)
C -0.8068 -0.4176 2.4210
C -0.3329 -1.1877 1.4344
C 0.7673 -0.7155 0.6015
N 1.1977 -1.1414 -0.4975
O 0.1973 2.1446 -2.6144
O 0.5710 1.7502 -0.3805
O -0.7872 0.1829 -1.7548
S 0.6445 0.9691 -1.6173
H -1.5152 -0.6802 3.1301
H -0.3089 0.5025 2.6545
H -0.7339 -2.0986 1.1154
H 1.3430 0.1676 0.9613
H -1.4519 0.5437 -1.0877
H 0.4723 1.9494 -3.4993
H 0.7435 -1.9690 -0.8666

The frontier orbital gap is 9.87 eV. As for the LUMO energy: 0.3 eV. The total energy comes out at -21689.8077 eV. As for the relative energy (zero: lowest compared OMol25 entry of this formula, charge and spin): 2.166 eV. For the HOMO energy, the calculation gives -9.5 eV.



Molecular formula: C5H10N2
Method: DFT, wB97M-V/def2-TZVPD

CARTESIAN COORDINATES (ANGSTROEM)
C 1.0757 -1.2234 0.1036
C 1.0542 1.2965 -0.2154
C -0.3518 0.6427 0.0619
C -1.7941 -0.6595 -0.0373
C -0.2888 -0.6955 -0.4199
H 1.1365 -1.4805 1.1462
H 1.3964 -2.0462 -0.5815
H 2.6037 0.1772 0.5611
H 1.1445 1.9897 0.7696
H 1.1720 1.8599 -1.2346
H -0.2001 0.7153 1.1430
H -2.2777 1.2808 0.4223
H -2.0915 -0.8208 0.9546
H -2.5393 -1.1650 -0.6545
H -0.1430 -0.7690 -1.5953
N 1.8861 0.0706 -0.2180
N -1.7827 0.8273 -0.2059

The frontier orbital gap is 9.68 eV. As for the LUMO energy: 1.0 eV. The total energy comes out at -8323.4423 eV. As for the relative energy (zero: lowest compared OMol25 entry of this formula, charge and spin): 3.891 eV. For the HOMO energy, the calculation gives -8.7 eV.



Molecular formula: C8H12N4
Method: DFT, wB97M-V/def2-TZVPD

CARTESIAN COORDINATES (ANGSTROEM)
N -0.7471 3.0665 2.0198
C 0.0929 3.4448 1.0693
C -0.4739 1.7651 2.3922
C 0.5294 1.3403 1.5847
N 0.8351 2.3742 0.7128
C 1.1740 -0.0218 1.5705
H -0.0279 4.2976 0.4012
H -1.1005 1.4192 3.2143
H 1.4271 2.2416 -0.1108
H 1.8798 -0.0776 0.7247
H 0.4128 -0.8102 1.4461
H 1.7285 -0.2123 2.5047
N -1.3620 -3.2354 -0.5026
C -0.1506 -3.3627 -1.0382
C -1.6349 -1.9626 -0.8942
C -0.5815 -1.3277 -1.5296
N 0.4025 -2.2437 -1.6080
C -0.4460 0.0304 -2.0033
H 0.5074 -4.2085 -0.8392
H -2.6260 -1.5100 -0.8635
H 1.3935 -2.1748 -1.8525
H 0.6171 0.3219 -2.0398
H -0.9804 0.7313 -1.3401
H -0.8691 0.1147 -3.0184

The frontier orbital gap is 8.87 eV. As for the LUMO energy: 0.5 eV. The total energy comes out at -14450.3219 eV. As for the relative energy (zero: lowest compared OMol25 entry of this formula, charge and spin): 1.230 eV. For the HOMO energy, the calculation gives -8.4 eV.